[1]
C33H68BrF3N3O5PSi2 | ωB97M-V with the def2-TZVPD basis set

Summary:
LUMO level (spin up / spin down) in eV: 0.45 / 0.45
Net charge: 0
Spin multiplicity: 3
HOMO level (spin up / spin down) in eV: -7.85 / -8.24
Gap between HOMO and LUMO (spin up / spin down) in Eh: 0.30522 / 0.31935

```
116
Properties=species:S:1:pos:R:3:lowdin_spin:R:1
C -1.3607 1.6088 5.4339 0.000
C -1.3807 0.1285 5.0579 0.000
C -2.4783 -0.2422 4.0626 0.000
O -2.7404 0.8615 3.1959 0.000
Si -3.4498 0.8147 1.7234 0.000
C -4.4002 2.3964 1.5136 0.000
C -3.6306 3.6016 2.0900 0.000
C -3.9934 4.9259 1.4495 0.000
N -3.5305 5.0745 0.1557 0.000
O -4.5762 5.8071 2.0154 0.000
C -4.4976 -0.7122 1.5034 0.000
C -4.8212 -1.0164 0.0274 0.000
C -6.2196 -0.6395 -0.3632 0.000
F -6.4791 -0.9705 -1.6485 0.000
F -6.4413 0.6934 -0.2409 0.000
F -7.1448 -1.2595 0.4042 0.000
O -2.2691 0.8457 0.5645 0.000
Si -0.6788 0.4139 0.5786 0.000
C -0.4698 -1.0543 -0.5905 0.000
Br -1.4350 -2.5134 0.3274 0.000
C -0.9888 -0.9445 -2.0200 0.000
C -0.1786 0.0523 -2.8560 0.000
P 0.5123 2.1722 -0.0932 0.000
C 2.1875 1.5212 0.3355 0.001
C 0.1861 3.4445 1.2269 0.000
C 1.4487 4.2148 1.6179 0.000
H -0.8208 1.7540 6.3703 0.000
H -2.3678 2.0106 5.5621 0.000
H -0.8704 2.2067 4.6644 0.000
H -1.5253 -0.4766 5.9573 0.000
H -0.4115 -0.1590 4.6441 0.000
H -2.1641 -1.1061 3.4666 0.000
H -3.4047 -0.5126 4.5801 0.000
H -5.3737 2.3156 2.0050 0.000
H -4.6039 2.5285 0.4459 0.000
H -2.5519 3.4748 1.9717 0.000
H -3.8334 3.6951 3.1548 0.000
H -3.4654 4.2377 -0.4059 0.000
H -3.9791 5.8426 -0.3275 0.000
H -4.0159 -1.5846 1.9470 0.000
H -5.4224 -0.5538 2.0698 0.000
H -4.7250 -2.0808 -0.1882 0.000
H -4.1526 -0.4935 -0.6618 0.000
H -0.2351 -0.0920 1.9075 0.000
H 0.5690 -1.3939 -0.5925 0.000
H -0.9530 -1.9326 -2.4833 0.000
H -2.0448 -0.6596 -1.9894 0.000
H -0.1873 -0.2472 -3.9050 0.000
H 0.8643 0.0972 -2.5315 0.000
H -0.5608 1.0691 -2.7842 0.000
H 2.3624 1.3999 1.4068 0.000
H 2.9393 2.1883 -0.0875 0.001
H 2.3113 0.5448 -0.1407 0.000
H -0.2668 2.9971 2.1174 0.000
H -0.5412 4.1361 0.7961 0.000
H 1.1812 5.1667 2.0801 0.000
H 2.0594 3.6623 2.3314 0.000
H 2.0731 4.4367 0.7483 0.000
C 5.8654 6.0150 -2.0301 0.004
C 5.2289 4.7488 -2.6150 0.025
C 5.4892 4.6273 -4.1230 0.017
C 4.6903 5.6212 -4.9630 0.001
C 3.1976 5.5336 -4.6577 0.017
C 2.8788 5.7005 -3.1666 0.026
N 3.7335 4.7177 -2.4202 0.397
O 3.2417 3.5439 -2.3802 0.500
C 3.1070 7.1419 -2.7074 0.003
C 1.4271 5.3524 -2.8803 -0.001
C 5.8104 3.5450 -1.8798 -0.001
H 5.3314 6.3487 -1.1409 0.002
H 6.8901 5.7845 -1.7386 0.000
H 5.9100 6.8401 -2.7369 0.000
H 5.2294 3.6099 -4.4300 0.002
H 6.5627 4.7513 -4.2912 0.002
H 5.0542 6.6400 -4.8049 0.000
H 4.8528 5.4040 -6.0203 0.001
H 2.6437 6.2968 -5.2112 0.002
H 2.8178 4.5597 -4.9801 0.002
H 3.0241 7.2166 -1.6223 0.001
H 2.3267 7.7622 -3.1497 0.000
H 4.0622 7.5569 -3.0098 0.000
H 1.1606 4.3573 -3.2243 0.000
H 0.7936 6.0826 -3.3890 0.000
H 1.2210 5.4023 -1.8098 0.000
H 5.5709 3.5906 -0.8161 0.000
H 6.8960 3.5676 -1.9925 0.000
H 5.4303 2.6092 -2.2768 0.000
C -0.4978 -7.2659 2.8405 0.004
C -0.1333 -6.6819 1.4696 0.024
C -1.3867 -6.3999 0.6286 0.017
C -2.0683 -7.6627 0.1090 0.001
C -1.0866 -8.5472 -0.6548 0.017
C 0.1667 -8.9017 0.1571 0.025
N 0.7420 -7.6108 0.6723 0.395
O 1.5231 -7.0265 -0.1429 0.506
C -0.1588 -9.8813 1.2842 0.004
C 1.2157 -9.5520 -0.7380 -0.001
C 0.6476 -5.3929 1.6954 -0.001
H 0.3143 -7.8744 3.2375 0.002
H -0.6678 -6.4413 3.5330 0.000
H -1.4045 -7.8663 2.8253 0.000
H -1.0943 -5.7734 -0.2192 0.002
H -2.0773 -5.8105 1.2398 0.002
H -2.5279 -8.2208 0.9295 0.000
H -2.8851 -7.3772 -0.5565 0.001
H -1.5662 -9.4797 -0.9653 0.002
H -0.7676 -8.0288 -1.5637 0.002
H 0.7021 -10.0089 1.9417 0.001
H -0.3888 -10.8481 0.8346 0.000
H -1.0130 -9.5911 1.8865 0.000
H 1.4423 -8.9357 -1.6022 0.000
H 0.8300 -10.5160 -1.0760 0.000
H 2.1411 -9.7199 -0.1864 0.000
H 1.5738 -5.5897 2.2373 0.000
H 0.0304 -4.7172 2.2908 0.000
H 0.8941 -4.9018 0.7597 0.000
```

***

[2]
C33H69BrNO15P3S2 | ωB97M-V with the def2-TZVPD basis set

Summary:
LUMO level in eV: -0.56
Net charge: 0
HOMO level in eV: -8.60
SMILES: C=C[C@@H](O[C@@H](CCC(=O)O)P(O)Br)[C@@H](CCCCN(CCCC)C(=S)SCCC)O[C@H]([PH2]=O)P(=O)(O)O.COCCOCCOC.COCCOCCOC
Gap between HOMO and LUMO in Eh: 0.29534

```
124
Properties=species:S:1:pos:R:3:mulliken_charge:R:1
C 2.9334 0.6018 5.1081 -1.252
C 1.7587 1.1913 5.1992 -0.628
C 0.9751 1.7579 4.0525 1.653
O 1.7669 1.9026 2.8943 -0.403
C 1.9674 3.2251 2.4053 1.879
C 3.1590 3.9410 3.0181 -1.012
C 3.0608 4.1350 4.5404 0.191
C 3.8444 5.3446 5.0058 0.435
O 4.7991 5.7661 4.4546 -0.537
O 3.4143 5.9280 6.1494 -0.512
P 1.9947 2.8715 0.5409 0.256
O 0.6598 3.7362 0.1185 -0.434
Br 3.5779 4.2727 -0.2049 -0.340
C -0.2890 0.9039 3.6911 0.294
C -1.4764 1.7951 3.3364 -0.882
C -2.1757 2.3595 4.5754 -0.606
C -2.9015 3.6871 4.3190 -0.618
C -1.9257 4.8189 4.0074 -1.001
N -2.6117 6.0688 3.6843 0.363
C -1.7861 7.1395 3.0586 -1.094
C -0.2991 7.1200 3.3781 0.290
C 0.3963 8.3970 2.8972 -0.757
C 0.2551 8.6615 1.3884 -1.174
C -3.4015 6.5932 4.7254 0.040
S -2.9872 6.6321 6.2930 -0.169
S -4.9029 7.3538 4.1478 -0.141
C -5.8186 5.8663 3.6741 -0.635
C -6.1334 4.8941 4.8189 0.146
C -7.6328 4.7484 5.0611 -1.582
O -0.0681 0.0928 2.5676 0.043
C 0.7607 -1.0352 2.6908 0.863
P 0.9966 -1.5448 0.8996 0.311
O 0.0395 -0.9147 -0.0363 -0.584
P 0.1302 -2.4132 3.6967 0.728
O 0.6785 -3.6949 3.2537 -0.724
O 0.5010 -2.1205 5.2287 -0.519
O -1.4535 -2.2000 3.6034 -0.486
H 3.4344 0.4622 4.1571 0.215
H 3.4478 0.2398 5.9884 0.313
H 1.2887 1.2855 6.1759 0.444
H 0.5845 2.7320 4.3710 -0.572
H 1.0687 3.8392 2.5468 -1.154
H 4.0862 3.4156 2.7851 0.325
H 3.2281 4.9256 2.5531 0.659
H 3.5097 3.2785 5.0530 0.107
H 2.0269 4.2021 4.8893 -0.136
H 2.6155 5.4943 6.4731 0.357
H 0.8751 4.5796 -0.2976 0.281
H -0.5420 0.3237 4.5916 -0.246
H -2.1648 1.1912 2.7433 0.571
H -1.1268 2.6005 2.6870 0.039
H -2.8929 1.6215 4.9418 0.403
H -1.4455 2.5254 5.3783 0.317
H -3.6023 3.5845 3.4859 0.196
H -3.4609 3.9408 5.2224 0.412
H -1.2257 4.9322 4.8480 0.256
H -1.3728 4.5472 3.1063 0.333
H -2.1977 8.1038 3.3619 0.549
H -1.9275 7.0631 1.9772 0.235
H 0.1826 6.2711 2.8771 -0.217
H -0.1365 6.9928 4.4522 0.338
H 1.4573 8.2864 3.1223 0.379
H 0.0452 9.2488 3.4840 0.466
H 1.2218 8.8937 0.9419 0.358
H -0.1455 7.7916 0.8621 0.273
H -0.4094 9.5001 1.1770 0.265
H -6.7458 6.2841 3.2753 0.512
H -5.3039 5.3762 2.8457 0.314
H -5.7292 3.9114 4.5609 0.033
H -5.6248 5.1953 5.7377 0.297
H -8.1096 5.7142 5.2357 0.392
H -7.8249 4.0951 5.9140 0.397
H -8.1134 4.2792 4.1988 0.368
H 1.7547 -0.7826 3.0796 -0.353
H 0.9484 -2.9393 0.9302 0.067
H 2.3447 -1.2116 0.6814 0.078
H -0.1453 -1.5947 5.7136 0.352
H -1.9297 -2.6577 4.3093 0.347
C 1.1541 0.4815 -3.1061 -0.568
O 0.9387 -0.7699 -3.7205 -0.281
C -0.2325 -1.4056 -3.2271 -0.201
C -0.7090 -2.4682 -4.1877 -0.521
O -1.4159 -1.9673 -5.3137 -0.448
C -0.6397 -1.3992 -6.3526 -0.425
C 0.0375 -2.4162 -7.2431 -0.564
O 1.2118 -2.9206 -6.6344 -0.281
C 1.6488 -4.1175 -7.2294 -0.717
H 1.2547 0.3864 -2.0195 0.025
H 2.0715 0.8945 -3.5236 0.320
H 0.3266 1.1711 -3.3147 0.384
H -1.0282 -0.6647 -3.0817 0.368
H -0.0153 -1.8601 -2.2564 0.153
H -1.4332 -3.0878 -3.6548 0.383
H 0.1248 -3.1039 -4.4965 0.197
H 0.0939 -0.6899 -5.9618 0.203
H -1.3535 -0.8512 -6.9717 0.393
H 0.3002 -1.9363 -8.1971 0.413
H -0.6635 -3.2358 -7.4485 0.337
H 0.8921 -4.9055 -7.1302 0.277
H 2.5521 -4.4301 -6.7087 0.211
H 1.8818 -3.9790 -8.2926 0.371
C 1.6633 -13.3351 -6.3388 -0.769
O 1.9720 -12.0447 -6.8089 -0.253
C 1.4630 -11.8095 -8.1080 -0.574
C 1.4173 -10.3292 -8.4084 -0.404
O 0.3173 -9.6553 -7.8212 -0.447
C 0.4147 -9.3511 -6.4397 -0.518
C 1.3010 -8.1661 -6.1332 -0.380
O 2.6661 -8.5374 -6.1604 -0.304
C 3.5191 -7.4215 -6.2568 -0.745
H 2.0848 -14.1120 -6.9883 0.315
H 2.0972 -13.4332 -5.3459 0.231
H 0.5793 -13.4851 -6.2709 0.320
H 0.4520 -12.2268 -8.2004 0.343
H 2.1102 -12.3011 -8.8487 0.420
H 1.2743 -10.2193 -9.4853 0.387
H 2.3652 -9.8584 -8.1374 0.205
H 0.7319 -10.2213 -5.8603 0.213
H -0.6006 -9.0874 -6.1370 0.406
H 1.0466 -7.7790 -5.1359 0.497
H 1.1099 -7.3755 -6.8704 0.167
H 3.3356 -6.8632 -7.1829 0.271
H 4.5420 -7.7923 -6.2655 0.321
H 3.3910 -6.7448 -5.4031 0.297
```

***

[3]
C33H6Cl88F6NO5 | ωB97M-V with the def2-TZVPD basis set

Summary:
LUMO level in eV: -4.99
Net charge: +1
HOMO level in eV: -11.93
Gap between HOMO and LUMO in Eh: 0.25507

```
139
Properties=species:S:1:pos:R:3:mulliken_charge:R:1
O -1.8775 -2.3582 3.3011 -0.486
C -1.4685 -2.6030 2.1302 -0.306
O -0.9886 -3.9044 1.8619 -0.063
C -1.4975 -1.3879 1.1032 1.788
C -0.4963 -0.2099 1.3700 -0.062
C -0.4887 1.0040 0.3916 -0.847
N -1.4076 1.0651 -0.7152 0.863
C -2.3379 -0.0001 -0.9845 -0.928
C -2.4569 -1.3087 -0.1412 1.156
C -3.4548 -2.5019 -0.4711 -0.745
O -4.5612 -2.5032 0.1277 -0.464
C -3.1561 -3.7199 -1.4911 0.970
F -4.4462 -4.2779 -1.7909 -0.297
F -2.4186 -4.7828 -0.8988 -0.195
C -2.5402 -3.2668 -2.9063 0.313
F -3.1326 -4.1386 -3.8831 -0.286
F -2.9651 -1.9475 -3.2986 -0.223
C -0.9521 -3.4587 -3.0571 1.015
F -0.5604 -2.6359 -4.1737 -0.216
F -0.6935 -4.7918 -3.4313 -0.159
C -0.0793 -2.9554 -1.8174 -0.028
O 0.3162 -3.7055 -0.8825 -0.548
O 0.3554 -1.5928 -1.7250 -0.255
H -0.2105 -4.0711 2.4564 0.160
H 0.2559 -0.2302 2.2444 -0.579
H 0.2313 1.8845 0.5057 0.619
H -1.3898 1.8808 -1.3584 -0.091
H -3.0183 0.1184 -1.8987 0.470
H 0.8195 -1.4732 -0.8541 0.325
C -0.8107 3.1523 3.9756 0.067
Cl -0.3587 1.6628 3.1057 0.021
Cl -1.5931 2.7258 5.5106 -0.096
Cl 0.6445 4.1164 4.2994 -0.049
Cl -1.9382 4.0936 2.9756 0.023
C -1.8127 3.2810 -4.3209 0.254
Cl -0.7684 3.2814 -5.7553 -0.028
Cl -0.8759 3.8209 -2.9072 -0.130
Cl -3.1780 4.3834 -4.5827 -0.067
Cl -2.4255 1.6358 -4.0327 -0.001
C -0.8654 -7.4270 3.7617 0.216
Cl 0.3491 -6.1439 3.9690 -0.050
Cl -2.3047 -7.0295 4.7209 -0.067
Cl -1.3104 -7.5519 2.0465 -0.051
Cl -0.1905 -8.9736 4.3131 -0.088
C 2.7046 -2.0580 -6.1028 0.197
Cl 2.1385 -1.7288 -4.4510 -0.017
Cl 2.6190 -0.5675 -7.0644 -0.044
Cl 4.3863 -2.6403 -6.0465 -0.093
Cl 1.6730 -3.2982 -6.8434 -0.075
C -5.3770 2.1127 0.6238 0.012
Cl -6.5709 0.9610 -0.0084 0.037
Cl -5.4254 2.1036 2.3984 -0.075
Cl -3.7497 1.6371 0.0718 0.108
Cl -5.7505 3.7427 0.0287 -0.025
C 3.3265 -6.8525 -5.1355 0.141
Cl 3.0254 -6.4933 -6.8494 -0.073
Cl 3.5105 -8.6076 -4.9207 -0.077
Cl 4.8139 -6.0330 -4.6104 -0.103
Cl 1.9575 -6.2737 -4.1601 0.202
C 4.7155 -10.0304 -1.3445 0.210
Cl 5.5698 -9.7862 0.1945 -0.005
Cl 2.9721 -10.1860 -1.0359 -0.094
Cl 5.0044 -8.6401 -2.4122 -0.024
Cl 5.3129 -11.5100 -2.1255 -0.102
C -2.3041 8.0040 3.4547 0.269
Cl -1.2014 6.9316 4.3458 -0.061
Cl -1.4613 8.6779 2.0431 -0.116
Cl -3.7215 7.0776 2.9115 -0.099
Cl -2.8327 9.3264 4.5152 -0.016
C -3.5435 13.1825 4.0369 0.367
Cl -2.4464 12.4834 2.8264 -0.082
Cl -2.7983 14.6307 4.7449 -0.086
Cl -5.0778 13.6253 3.2597 -0.088
Cl -3.8517 11.9889 5.3178 -0.112
C 6.1583 1.6033 -7.5313 0.250
Cl 7.6527 2.2338 -6.8061 -0.100
Cl 6.3751 1.4412 -9.2870 -0.097
Cl 5.7772 0.0186 -6.8285 -0.005
Cl 4.8169 2.7197 -7.1989 -0.063
C -1.7016 -4.9116 8.3723 0.283
Cl -1.6992 -3.6190 9.5911 -0.094
Cl -2.1892 -4.2429 6.8004 -0.024
Cl -0.0701 -5.6037 8.2394 -0.085
Cl -2.8458 -6.1808 8.8564 -0.087
C 2.4219 -2.0283 4.4920 0.255
Cl 2.8326 -3.5015 3.5882 -0.093
Cl 1.6419 -2.4701 6.0234 -0.026
Cl 3.9004 -1.1063 4.8226 -0.031
Cl 1.3014 -1.0331 3.5238 0.037
C 4.7971 2.7168 5.1810 0.144
Cl 5.8808 1.5946 6.0323 -0.122
Cl 5.6402 3.4016 3.7776 -0.045
Cl 3.3515 1.8421 4.6309 0.040
Cl 4.3100 4.0234 6.2871 0.001
C -1.3930 -8.6809 -5.4925 0.252
Cl -2.4152 -9.0158 -4.0780 -0.096
Cl -1.7142 -7.0338 -6.0787 -0.085
Cl 0.3172 -8.8215 -5.0338 -0.016
Cl -1.7603 -9.8496 -6.7787 -0.095
C -9.2570 -1.1519 -2.2571 0.250
Cl -10.5686 -2.3039 -2.5805 -0.087
Cl -9.7942 0.0314 -1.0439 -0.083
Cl -7.8372 -2.0278 -1.6419 -0.021
Cl -8.8266 -0.3066 -3.7587 -0.063
C 7.1063 -10.8853 3.7008 0.355
Cl 5.8939 -12.0320 3.0920 -0.082
Cl 7.0605 -10.8621 5.4765 -0.095
Cl 8.7210 -11.3858 3.1561 -0.087
Cl 6.7493 -9.2587 3.0782 -0.101
C 9.5416 2.9897 1.8996 0.292
Cl 9.9545 1.5139 1.0009 -0.100
Cl 8.7649 2.5506 3.4355 -0.028
Cl 11.0210 3.9169 2.2274 -0.081
Cl 8.4241 3.9787 0.9341 -0.097
C 7.7076 7.2240 4.8641 0.187
Cl 9.1242 6.3110 4.3017 -0.037
Cl 8.1804 8.2770 6.2164 -0.083
Cl 7.0770 8.2179 3.5329 -0.108
Cl 6.4488 6.0897 5.4027 0.070
C -10.5236 3.0665 -5.7708 0.272
Cl -10.2361 2.9313 -4.0235 0.038
Cl -10.8734 4.7591 -6.1841 -0.106
Cl -9.0767 2.5283 -6.6516 -0.102
Cl -11.9061 2.0481 -6.2247 -0.092
C -9.2554 5.4724 -1.1764 0.243
Cl -9.5523 5.8558 -2.8846 -0.058
Cl -9.0519 3.7159 -0.9905 -0.021
Cl -7.7793 6.3019 -0.6312 -0.099
Cl -10.6347 6.0144 -0.1985 -0.082
C 2.6016 5.2367 -9.7414 0.258
Cl 1.3961 4.5592 -8.6221 -0.020
Cl 3.8170 6.1558 -8.8261 -0.084
Cl 3.3956 3.9118 -10.6195 -0.058
Cl 1.7946 6.3153 -10.8987 -0.098
C 4.7196 7.5680 8.5920 0.295
Cl 4.6815 8.8402 9.8307 -0.094
Cl 4.2319 8.2528 7.0262 -0.074
Cl 6.3659 6.9119 8.4671 -0.053
Cl 3.5959 6.2667 9.0443 -0.093
```